# 1
The following is a quantum chemistry calculation of an isolated molecule of C4H9NO2, from OMol25.

```
! RIJCOSX wB97M-V def2-TZVPD def2/J DEFGRID3
* xyz 0 1
C -0.276 1.098 -1.560
N -0.964 0.831 -0.219
C 1.245 0.343 0.713
C -0.271 -0.127 0.643
C -0.546 -1.609 0.184
O -0.737 -2.289 1.352
O -0.547 -2.112 -0.874
H -1.139 1.319 -2.294
H 0.203 0.241 -2.018
H 0.319 2.044 -1.572
H -1.033 1.795 0.333
H 1.220 1.441 0.741
H 1.730 -0.011 1.591
H 1.798 0.102 -0.190
H -0.679 0.012 1.596
H -0.323 -3.080 1.575
*
```

Results
Structure (SMILES): CN[C@H](C)C(=O)O
Energy: -363.00427 Eh
Gap between HOMO and LUMO: 0.3521 Ha
Highest occupied orbital energy: -8.8 eV
F_max: 3.3 eV/Å
E_LUMO: 0.767 eV

Atom charges from the natural (NBO) analysis, given in e for atoms 1 to 4: atom 1 (C): -0.454, atom 2 (N): -0.626, atom 3 (C): -0.619, atom 4 (C): -0.140


# 2
The following is a quantum chemistry calculation of an isolated molecule of C4H9NO2, from OMol25.

```
! RIJCOSX wB97M-V def2-TZVPD def2/J DEFGRID3
* xyz 0 1
C 0.842 -0.134 -0.083
C 1.086 1.106 0.728
C 1.969 -1.081 -0.265
C -2.659 0.388 -0.304
N -0.340 -0.427 -0.517
O -0.831 -1.486 -1.097
O -1.281 0.664 -0.157
H 2.090 1.080 1.287
H 0.738 1.972 0.177
H 0.482 0.954 1.689
H 2.627 -0.898 0.606
H 1.573 -2.062 -0.081
H 2.578 -0.940 -1.155
H -3.009 0.473 0.675
H -2.657 -0.611 -0.505
H -3.208 1.001 -0.997
*
```

Results
Structure (SMILES): CO[N+]([O-])=C(C)C
Energy: -362.88179 Eh
Gap between HOMO and LUMO: 0.3493 Ha
Highest occupied orbital energy: -8.6 eV
F_max: 3.3 eV/Å
E_LUMO: 0.893 eV

Atom charges from the natural (NBO) analysis, given in e for atoms 1 to 4: atom 1 (C): 0.201, atom 2 (C): -0.661, atom 3 (C): -0.646, atom 4 (C): -0.267


# 3
The following is a quantum chemistry calculation of C4H9NO2 as an isolated structure, from OMol25.

```
! RIJCOSX wB97M-V def2-TZVPD def2/J DEFGRID3
* xyz 0 1
C 0.365 2.037 -0.670
C -0.264 0.819 -1.297
O 0.567 -0.045 -1.894
C 0.404 -0.568 0.928
C -0.879 -0.759 0.523
O -1.526 0.223 -0.081
N -1.487 -2.001 0.547
H 1.394 1.884 -0.319
H -0.261 2.346 0.162
H 0.384 2.834 -1.423
H -1.121 0.955 -1.917
H 1.366 -0.201 -1.351
H 1.009 -1.413 1.202
H 0.664 0.416 1.295
H -2.488 -2.043 0.434
H -1.110 -2.633 1.237
*
```

Results
Energy: -362.96797 Eh
Gap between HOMO and LUMO: 0.3081 Ha
Highest occupied orbital energy: -7.5 eV
F_max: 1.9 eV/Å
E_LUMO: 0.925 eV

Atom charges from the natural (NBO) analysis, given in e for atoms 1 to 4: atom 1 (C): -0.696, atom 2 (C): 0.462, atom 3 (O): -0.644, atom 4 (C): -0.789


# 4
The following is a quantum chemistry calculation of a 2-piece molecular cluster, C4H9NO2 overall, from OMol25.

```
! RIJCOSX wB97M-V def2-TZVPD def2/J DEFGRID3
* xyz 0 1
C 1.356 -1.498 -0.498
C 0.492 -0.265 -0.362
O -0.886 -0.658 -0.197
C 0.697 0.557 0.902
N -0.601 1.182 1.109
C -1.533 0.240 0.625
O -2.699 0.166 0.877
H 2.416 -1.234 -0.415
H 1.204 -1.989 -1.464
H 1.104 -2.207 0.296
H 0.587 0.381 -1.249
H -1.720 0.723 -1.546
H 0.860 -0.129 1.740
H 1.509 1.283 0.860
H -0.709 2.099 0.684
H -2.079 1.348 -1.362
*
```

Results
Structure (SMILES): C[C@@H]1CNC(=O)O1.[H][H]
Energy: -363.02069 Eh
Gap between HOMO and LUMO: 0.4090 Ha
Highest occupied orbital energy: -10.3 eV
F_max: 0.6 eV/Å
E_LUMO: 0.871 eV

Atom charges from the natural (NBO) analysis, given in e for atoms 1 to 4: atom 1 (C): -0.627, atom 2 (C): 0.079, atom 3 (O): -0.516, atom 4 (C): -0.247


# 5
The following is a quantum chemistry calculation of an isolated molecule of C4H9NO2, from OMol25.

```
! RIJCOSX wB97M-V def2-TZVPD def2/J DEFGRID3
* xyz 0 1
C 0.382 -0.681 -1.692
C -0.286 -0.323 -0.369
C 0.437 -1.010 0.797
O -0.380 -1.222 1.910
N -0.342 1.143 -0.256
C -0.413 1.902 0.861
O -0.400 1.520 2.021
H -0.060 -0.135 -2.534
H 0.259 -1.751 -1.886
H 1.455 -0.461 -1.662
H -1.306 -0.728 -0.357
H 0.749 -2.002 0.450
H 1.353 -0.451 1.045
H -0.554 -0.333 2.266
H -0.463 1.642 -1.128
H -0.471 2.976 0.611
*
```

Results
Structure (SMILES): C[C@@H](CO)NC=O
Energy: -363.05563 Eh
Gap between HOMO and LUMO: 0.3929 Ha
Highest occupied orbital energy: -10.0 eV
F_max: 0.4 eV/Å
E_LUMO: 0.724 eV

Atom charges from the natural (NBO) analysis, given in e for atoms 1 to 4: atom 1 (C): -0.611, atom 2 (C): -0.084, atom 3 (C): -0.066, atom 4 (O): -0.730


# 6
The following is a quantum chemistry calculation of an isolated molecule of C4H9NO2, from OMol25.

```
! RIJCOSX wB97M-V def2-TZVPD def2/J DEFGRID3
* xyz 0 1
C -0.150 2.017 0.124
C -0.942 0.819 -0.412
O -0.601 0.540 -1.722
C 1.320 -0.740 0.252
C 0.070 -1.204 0.397
O -0.989 -0.366 0.510
N -0.253 -2.554 0.347
H 0.874 2.058 -0.270
H -0.101 2.006 1.213
H -0.654 2.938 -0.193
H -2.001 1.042 -0.422
H 0.367 0.514 -1.792
H 2.132 -1.395 -0.016
H 1.543 0.267 0.553
H -1.129 -2.799 0.784
H 0.513 -3.142 0.648
*
```

Results
Structure (SMILES): C=C(N)O[C@@H](C)O
Energy: -363.01328 Eh
Gap between HOMO and LUMO: 0.3345 Ha
Highest occupied orbital energy: -8.1 eV
F_max: 0.9 eV/Å
E_LUMO: 0.993 eV

Atom charges from the natural (NBO) analysis, given in e for atoms 1 to 4: atom 1 (C): -0.667, atom 2 (C): 0.383, atom 3 (O): -0.691, atom 4 (C): -0.689


# 7
The following is a quantum chemistry calculation of an isolated molecule of C4H9NO2, from OMol25.

```
! RIJCOSX wB97M-V def2-TZVPD def2/J DEFGRID3
* xyz 0 1
C -1.170 1.094 -0.691
N -0.160 0.111 -1.135
C -0.481 -1.267 1.019
C 0.452 -0.581 -0.013
C 1.536 0.284 0.694
O 1.890 1.331 -0.063
O 2.132 -0.075 1.661
H -1.480 1.580 -1.621
H -0.691 1.884 -0.119
H -2.078 0.694 -0.241
H -0.507 -0.525 -1.845
H -1.193 -1.838 0.426
H 0.160 -1.978 1.540
H -0.945 -0.565 1.703
H 1.111 -1.364 -0.407
H 1.424 1.215 -0.909
*
```

Results
Structure (SMILES): CN[C@H](C)C(=O)O
Energy: -363.04922 Eh
Gap between HOMO and LUMO: 0.3819 Ha
Highest occupied orbital energy: -9.7 eV
F_max: 1.9 eV/Å
E_LUMO: 0.709 eV

Atom charges from the natural (NBO) analysis, given in e for atoms 1 to 4: atom 1 (C): -0.437, atom 2 (N): -0.657, atom 3 (C): -0.626, atom 4 (C): -0.168


# 8
The following is a quantum chemistry calculation of a 2-piece molecular cluster, C4H9NO2 overall, from OMol25.

```
! RIJCOSX wB97M-V def2-TZVPD def2/J DEFGRID3
* xyz 0 1
N -1.981 1.968 1.787
C -1.101 1.198 1.141
O -1.835 0.618 0.164
C 0.216 -0.259 -1.968
C 0.479 -1.090 -0.964
C 1.532 -0.833 0.068
O 2.475 -1.886 0.007
H -2.923 1.928 1.397
H -1.769 2.549 2.591
H -0.611 -0.444 -2.653
H 0.829 0.632 -2.100
H -1.239 0.092 -0.389
H -0.105 -2.002 -0.846
H 2.001 0.144 -0.120
H 1.053 -0.770 1.058
H 2.977 -1.845 0.828
*
```

Results
Energy: -362.96122 Eh
Gap between HOMO and LUMO: 0.3601 Ha
Highest occupied orbital energy: -8.8 eV
F_max: 0.6 eV/Å
E_LUMO: 0.981 eV

Atom charges from the natural (NBO) analysis, given in e for atoms 1 to 4: atom 1 (N): -0.823, atom 2 (C): 0.254, atom 3 (O): -0.743, atom 4 (C): -0.403


# 9
The following is a quantum chemistry calculation of a 2-piece molecular cluster, C4H9NO2 overall, from OMol25.

```
! RIJCOSX wB97M-V def2-TZVPD def2/J DEFGRID3
* xyz 0 1
C -0.850 -0.894 -1.016
C 0.498 -0.652 -0.415
O 0.833 1.970 -0.296
O -0.568 2.225 -0.558
N 1.622 -0.733 -0.995
H -0.467 2.901 -1.249
H 1.561 -1.149 -1.927
H -1.671 -0.482 -0.432
H -0.985 -1.973 -1.133
H -0.900 -0.425 -2.001
C 0.621 -0.392 1.225
C -0.459 -0.342 2.014
H -0.377 -0.450 3.091
H -1.402 0.060 1.656
H 1.566 -0.752 1.622
H 0.978 1.088 0.414
*
```

Results
Structure (SMILES): [H]/N=C(\C)C=C.OO
Energy: -362.84678 Eh
Gap between HOMO and LUMO: 0.3507 Ha
Highest occupied orbital energy: -9.2 eV
F_max: 4.8 eV/Å
E_LUMO: 0.378 eV

Atom charges from the natural (NBO) analysis, given in e for atoms 1 to 4: atom 1 (C): -0.701, atom 2 (C): 0.330, atom 3 (O): -0.504, atom 4 (O): -0.486


# 10
The following is a quantum chemistry calculation of an isolated molecule of C4H9NO2, from OMol25.

```
! RIJCOSX wB97M-V def2-TZVPD def2/J DEFGRID3
* xyz 0 1
O 1.308 -0.717 -1.664
C 1.093 -0.150 -0.623
O 1.834 0.894 -0.215
C -0.135 -0.453 0.252
C -0.767 0.843 0.749
C -1.905 0.653 1.761
N -1.118 -1.240 -0.477
H 2.504 1.021 -0.904
H 0.234 -1.068 1.081
H -0.008 1.417 1.279
H -1.191 1.370 -0.111
H -1.552 0.292 2.721
H -2.623 -0.089 1.395
H -2.440 1.599 1.853
H -1.365 -0.680 -1.295
H -0.615 -2.008 -0.922
*
```

Results
Structure (SMILES): CC[C@@H](N)C(=O)O
Energy: -363.06503 Eh
Gap between HOMO and LUMO: 0.3926 Ha
Highest occupied orbital energy: -10.0 eV
F_max: 1.1 eV/Å
E_LUMO: 0.708 eV

Atom charges from the natural (NBO) analysis, given in e for atoms 1 to 4: atom 1 (O): -0.609, atom 2 (C): 0.775, atom 3 (O): -0.679, atom 4 (C): -0.158


# 11
The following is a quantum chemistry calculation of an isolated molecule of C4H9NO2, from OMol25.

```
! RIJCOSX wB97M-V def2-TZVPD def2/J DEFGRID3
* xyz 0 1
C -0.440 -0.958 -0.078
C -1.069 -0.673 -1.435
C 0.384 0.185 0.487
N 0.686 2.448 1.175
C -0.035 1.476 0.524
O 1.317 -0.215 1.425
O 0.445 -2.086 -0.148
H 1.397 -1.178 1.365
H -0.047 -2.850 -0.465
H -1.237 -1.196 0.647
H 1.443 2.127 1.765
H 0.798 3.333 0.707
H 0.004 1.411 -0.642
H -1.589 -1.561 -1.798
H -0.295 -0.425 -2.160
H -1.760 0.162 -1.368
*
```

Results
Structure (SMILES): C[C@@H](O)/C(O)=C/N
Energy: -362.96640 Eh
Gap between HOMO and LUMO: 0.2994 Ha
Highest occupied orbital energy: -7.5 eV
F_max: 4.5 eV/Å
E_LUMO: 0.650 eV

Atom charges from the natural (NBO) analysis, given in e for atoms 1 to 4: atom 1 (C): 0.045, atom 2 (C): -0.636, atom 3 (C): 0.240, atom 4 (N): -0.834


# 12
The following is a quantum chemistry calculation of an isolated molecule of C4H9NO2, from OMol25.

```
! RIJCOSX wB97M-V def2-TZVPD def2/J DEFGRID3
* xyz 0 1
O -1.876 -2.335 0.113
C -0.840 -2.447 0.733
N 0.102 -1.487 0.779
C -0.364 -0.088 0.569
C 0.292 0.551 -0.638
C 0.148 2.063 -0.662
O 1.615 0.103 -0.639
H -0.559 -3.347 1.352
H 0.988 -1.518 1.250
H -0.100 0.512 1.447
H -1.443 -0.188 0.404
H -0.224 0.216 -1.599
H 0.045 2.476 -1.663
H 0.814 2.716 -0.128
H -0.864 2.152 -0.221
H 2.266 0.620 -1.098
*
```

Results
Structure (SMILES): C[C@@H](O)CNC=O
Energy: -363.03162 Eh
Gap between HOMO and LUMO: 0.3845 Ha
Highest occupied orbital energy: -9.7 eV
F_max: 2.3 eV/Å
E_LUMO: 0.805 eV

Atom charges from the natural (NBO) analysis, given in e for atoms 1 to 4: atom 1 (O): -0.616, atom 2 (C): 0.531, atom 3 (N): -0.610, atom 4 (C): -0.251


# 13
The following is a quantum chemistry calculation of a 2-piece molecular cluster, C4H9NO2 overall, from OMol25.

```
! RIJCOSX wB97M-V def2-TZVPD def2/J DEFGRID3
* xyz 0 1
C 0.714 0.126 -1.879
C -1.193 -0.281 0.587
C -0.126 -1.140 1.236
O -0.369 -1.245 2.625
N -1.191 0.967 0.830
C 1.171 1.237 -0.966
O 2.063 1.109 -0.162
H -0.335 0.241 -2.168
H 0.876 -0.844 -1.402
H 1.322 0.154 -2.790
H -1.953 -0.779 -0.030
H -0.148 -2.158 0.836
H 0.862 -0.700 1.029
H -0.371 -0.337 2.959
H -1.983 1.437 0.391
H 0.660 2.213 -1.094
*
```

Results
Structure (SMILES): [H]/N=C/CO.CC=O
Energy: -362.99496 Eh
Gap between HOMO and LUMO: 0.3942 Ha
Highest occupied orbital energy: -9.9 eV
F_max: 0.5 eV/Å
E_LUMO: 0.826 eV

Atom charges from the natural (NBO) analysis, given in e for atoms 1 to 4: atom 1 (C): -0.732, atom 2 (C): 0.122, atom 3 (C): -0.145, atom 4 (O): -0.700


# 14
The following is a quantum chemistry calculation of an isolated molecule of C4H9NO2, from OMol25.

```
! RIJCOSX wB97M-V def2-TZVPD def2/J DEFGRID3
* xyz 0 1
C -1.387 0.782 0.830
C -1.725 -0.616 0.068
N -0.636 -0.951 -0.837
C 0.421 -0.534 -0.025
O 0.738 -1.071 1.005
O 1.051 0.537 -0.557
C 2.445 0.266 -0.552
H -1.112 1.634 0.181
H -2.343 0.957 1.274
H -0.656 0.840 1.669
H -1.756 -1.408 0.819
H -2.681 -0.600 -0.483
H -0.682 -0.400 -1.692
H 2.874 0.909 -1.314
H 2.876 0.441 0.433
H 2.573 -0.787 -0.820
*
```

Results
Structure (SMILES): CCNC(=O)OC
Energy: -363.00821 Eh
Gap between HOMO and LUMO: 0.3963 Ha
Highest occupied orbital energy: -9.9 eV
F_max: 1.6 eV/Å
E_LUMO: 0.926 eV

Atom charges from the natural (NBO) analysis, given in e for atoms 1 to 4: atom 1 (C): -0.683, atom 2 (C): -0.217, atom 3 (N): -0.654, atom 4 (C): 0.917


# 15
The following is a quantum chemistry calculation of C4H9NO2 as an isolated structure, from OMol25.

```
! RIJCOSX wB97M-V def2-TZVPD def2/J DEFGRID3
* xyz 0 1
C 1.593 1.376 -0.414
C 0.579 0.255 -0.380
O 0.906 -0.854 -1.053
C -0.182 0.098 0.928
C -1.472 -0.720 0.852
O -2.474 -0.381 1.457
N -1.374 -1.834 0.089
H 2.434 1.048 0.209
H 1.197 2.315 -0.021
H 1.971 1.514 -1.429
H -0.468 0.848 -1.166
H -0.074 0.042 -1.502
H 0.522 -0.419 1.595
H -0.426 1.067 1.367
H -2.202 -2.385 -0.069
H -0.530 -1.969 -0.462
*
```

Results
Energy: -362.93746 Eh
Gap between HOMO and LUMO: 0.3787 Ha
Highest occupied orbital energy: -9.8 eV
F_max: 0.3 eV/Å
E_LUMO: 0.466 eV

Atom charges from the natural (NBO) analysis, given in e for atoms 1 to 4: atom 1 (C): -0.659, atom 2 (C): 0.331, atom 3 (O): -0.819, atom 4 (C): -0.571